ORCA calculation (ωB97M-V with the def2-TZVPD basis set) on 3 unconnected molecules or ions with the total composition C23H25BF12N2O7S.

Cartesian coordinates (Å):
1 O 6.410 1.753 2.147
2 B 4.970 1.932 2.434
3 O 4.528 2.807 3.570
4 C 3.788 1.189 1.505
5 C 2.839 2.173 0.624
6 N 1.713 1.645 -0.218
7 C 1.569 0.151 -0.147
8 C 0.320 -0.523 -1.011
9 C 0.044 -2.140 -1.021
10 C -1.197 -2.855 -1.818
11 C -2.651 -2.138 -1.670
12 C -3.356 -2.124 -0.215
13 F -4.584 -1.251 -0.341
14 F -2.462 -1.314 0.699
15 C -3.614 -3.528 0.547
16 F -2.471 -4.485 0.559
17 F -3.795 -3.162 2.006
18 S -5.137 -4.497 0.094
19 F -5.021 -5.294 1.643
20 F -6.230 -3.386 0.805
21 F -5.280 -3.854 -1.475
22 F -4.072 -5.743 -0.514
23 F -6.485 -5.503 -0.257
24 C 1.073 -3.110 -0.152
25 C 2.302 -2.416 0.701
26 C 3.268 -3.452 1.591
27 C 2.946 -3.210 3.181
28 O 4.057 -2.525 3.919
29 C 2.607 -4.567 4.036
30 F 2.031 -5.681 3.247
31 F 1.545 -4.181 5.039
32 F 3.788 -4.978 4.880
33 C 2.586 -0.769 0.728
34 N 3.733 -0.311 1.585
35 H 6.864 2.473 2.712
36 H 3.568 2.556 3.811
37 H 3.013 3.348 0.624
38 H -0.412 0.155 -1.644
39 H -1.195 -4.029 -1.600
40 H -0.912 -2.783 -2.976
41 H -3.337 -2.585 -2.540
42 H -2.495 -0.997 -1.990
43 H 0.956 -4.296 -0.082
44 H 3.048 -4.532 1.197
45 H 4.424 -3.258 1.393
46 H 1.998 -2.514 3.253
47 H 4.747 -2.187 3.265
48 O 3.645 2.175 -2.687
49 C 3.325 3.352 -2.667
50 O 3.482 4.175 -1.589
51 C 2.903 5.445 -1.882
52 C 2.866 5.530 -3.385
53 C 2.666 4.092 -3.792
54 H 1.902 5.483 -1.439
55 H 3.514 6.239 -1.443
56 H 2.091 6.203 -3.760
57 H 3.833 5.886 -3.760
58 H 1.606 3.822 -3.824
59 H 3.151 3.873 -4.746
60 O -2.464 2.208 -1.836
61 C -3.376 2.652 -1.157
62 O -3.219 3.173 0.095
63 C -4.502 3.493 0.633
64 C -5.407 3.646 -0.562
65 C -4.823 2.665 -1.547
66 H -4.818 2.677 1.292
67 H -4.437 4.415 1.217
68 H -6.459 3.461 -0.331
69 H -5.322 4.664 -0.963
70 H -5.238 1.662 -1.416
71 H -4.951 3.007 -2.576

- HOMO: -8.298 eV
- Gap between HOMO and LUMO: 5.83 eV
- LUMO: -2.5 eV
- SMILES: OB(O)c1cnc2cc(CCC(F)(F)C(F)(F)S(F)(F)(F)(F)F)cc(C[C@H](O)C(F)(F)F)c2n1.O=C1CCCO1.O=C1CCCO1

Mulliken charges in e:
1. O -0.5205
2. B 0.5860
3. O -0.6009
4. C 0.0027
5. C -0.1387
6. N -0.4181
7. C 0.2163
8. C -0.5490
9. C 0.5854
10. C -0.5581
11. C -0.7414
12. C 0.9345
13. F -0.3198
14. F -0.3023
15. C 0.6170
16. F -0.2486
17. F -0.2666
18. S 1.1200
19. F -0.3096
20. F -0.2712
21. F -0.2673
22. F -0.3180
23. F -0.2798
24. C -0.8457
25. C 0.5125
26. C -0.8124
27. C -0.0133
28. O -0.5676
29. C 0.6641
30. F -0.2386
31. F -0.2830
32. F -0.2475
33. C 0.3045
34. N -0.1571
35. H 0.3209
36. H 0.3263
37. H 0.2181
38. H 0.1500
39. H 0.2505
40. H 0.3952
41. H 0.3488
42. H 0.2644
43. H 0.1136
44. H 0.3889
45. H 0.3557
46. H 0.2232
47. H 0.3654
48. O -0.5980
49. C 0.5441
50. O -0.2754
51. C -0.4354
52. C -0.5197
53. C -0.4046
54. H 0.2737
55. H 0.3191
56. H 0.3167
57. H 0.2700
58. H 0.2230
59. H 0.2918
60. O -0.6262
61. C 0.5203
62. O -0.3282
63. C -0.4168
64. C -0.5041
65. C -0.2278
66. H 0.2615
67. H 0.2991
68. H 0.3250
69. H 0.2655
70. H 0.1295
71. H 0.3081